111
Properties=species:S:1:pos:R:3:forces:R:3 method="wB97M-V/def2-TZVPD" relative_energy_ev=5.8514 energy_ev=-117935.57857 multiplicity=6 s_squared=8.7866 homo_energy_ev="-6.79 / -7.38" orbital_gap_ev="5.745 / 5.351" fmax_ev_per_a=2.60
C -4.846 -1.798 3.468 -0.002 0.039 -0.003
H 4.162 -3.837 0.639 -0.043 0.011 -0.090
H -0.602 2.773 -2.050 0.062 -0.005 0.020
C 1.688 0.910 -4.875 0.036 -0.146 -0.137
C 2.078 -1.366 -0.473 -0.294 -0.371 -0.294
C -1.216 2.446 1.326 -1.517 0.150 -0.225
C -3.510 -3.192 -0.827 0.174 -0.156 0.087
C 3.799 -2.811 0.566 -0.097 0.069 0.148
H 0.904 3.718 -2.009 -0.073 -0.129 -0.025
H -6.580 -3.825 -3.552 -0.048 -0.048 -0.084
C 4.669 1.613 4.407 0.420 -0.016 0.071
N 0.281 3.131 -3.909 -0.156 0.212 0.042
Os 1.559 1.226 0.375 0.388 0.141 0.116
C 1.457 -3.634 0.488 -0.140 -0.199 0.143
O 2.859 -0.526 -0.950 -0.004 0.126 0.232
H -2.607 6.726 0.229 -0.040 0.008 -0.041
C -4.624 -3.686 -1.492 0.081 0.168 0.091
N -0.085 1.697 1.424 1.174 -0.526 -0.661
H 0.718 -4.236 -1.927 -0.089 -0.033 -0.029
H 4.538 -2.215 0.030 -0.046 -0.009 -0.069
H 3.130 -4.497 -1.417 0.116 0.078 0.040
H 4.534 -2.076 2.461 0.030 0.008 0.104
H -3.642 0.946 -1.444 -0.026 0.146 0.086
H -0.061 -1.503 2.753 0.177 -0.042 0.152
O -0.278 0.443 1.882 0.119 -0.228 0.411
H -0.519 0.394 -2.453 0.180 0.016 0.005
N 0.247 -3.034 0.722 -0.337 -0.024 0.378
C -2.007 4.724 0.689 0.067 -0.207 -0.006
N 0.834 -0.939 -0.164 1.254 1.272 -0.032
C -2.047 -1.750 3.532 0.101 0.001 -0.093
H -0.301 -0.926 4.391 0.146 0.047 -0.019
C 6.689 1.422 3.089 -0.185 0.026 0.215
H -7.299 -4.223 -1.996 -0.062 -0.085 0.007
H -4.651 -1.062 1.484 -0.173 -0.033 -0.025
O 2.956 5.273 -0.257 0.270 0.494 -0.102
C 2.542 4.201 -0.048 0.073 0.366 -0.015
H -4.038 0.759 0.267 -0.244 0.231 -0.170
C -1.856 6.099 0.689 -0.013 0.000 -0.040
H 7.765 1.418 3.035 0.095 0.031 -0.045
C -4.362 0.506 -0.748 -0.106 0.054 -0.049
H -4.729 -2.559 5.467 -0.012 -0.012 0.086
H 2.143 4.070 -3.982 -0.004 0.023 -0.068
C -5.548 -1.499 -1.624 0.006 -0.144 -0.005
C -0.086 -1.757 0.347 -1.065 0.200 0.133
C 2.491 -2.812 -0.260 0.568 -0.189 -0.174
C -0.744 6.675 1.285 0.003 -0.025 0.054
C 3.581 -2.236 1.962 0.044 -0.036 -0.172
H -0.199 -2.661 4.093 0.051 -0.080 0.032
C 5.935 1.211 1.956 -0.886 0.023 0.231
C -4.438 -0.979 -0.973 0.155 0.032 -0.001
N 1.160 1.641 -2.211 0.089 -0.160 0.529
C 0.480 0.529 -2.888 -0.275 -0.461 -0.041
C 3.927 1.388 3.271 0.662 -0.097 -0.800
H 1.697 -4.152 -3.389 -0.091 -0.002 -0.073
C 0.399 2.873 -2.483 -0.177 0.348 0.125
N 2.072 3.134 0.155 -0.454 -1.746 0.261
H 3.061 0.860 -2.651 -0.103 0.158 0.018
H 3.074 -1.274 1.902 0.011 0.140 0.090
H 0.782 3.880 2.409 0.076 -0.090 0.031
O 1.646 -4.776 0.861 0.163 0.190 -0.124
C -3.411 -1.830 -0.545 0.086 0.356 -0.126
C 1.464 -3.643 -2.456 0.226 0.021 0.020
C 0.201 5.874 1.907 0.045 0.129 -0.051
H -6.343 -0.831 -1.926 -0.077 0.081 -0.035
H 1.035 -2.671 -2.698 -0.100 0.055 -0.037
C 2.497 1.778 -2.828 0.453 -0.030 -0.046
H 2.975 -2.907 2.567 -0.026 -0.066 0.119
O -2.335 1.907 1.377 0.774 0.877 0.298
C -4.124 -1.373 2.371 -0.039 0.021 -0.119
H -1.479 -3.819 -0.838 0.066 -0.111 0.033
H -2.641 -5.147 -0.801 0.038 -0.052 0.081
C -2.431 -4.148 -0.427 -0.041 0.038 -0.127
C 1.627 3.240 -4.469 0.050 0.162 -0.101
H 1.057 6.322 2.391 0.054 0.034 0.045
Cl 7.011 1.934 5.703 0.252 0.067 0.470
C -5.661 -2.855 -1.887 0.008 0.097 0.045
H -2.264 -2.497 5.518 0.041 -0.037 0.033
C -2.796 -2.186 4.628 -0.075 0.052 -0.049
C -2.732 -1.359 2.383 -0.010 0.133 0.039
H -1.387 1.892 -4.095 0.005 0.021 -0.043
N 0.346 0.754 -4.318 -0.112 -0.165 -0.092
H -0.625 7.749 1.280 0.015 0.072 0.008
H 4.182 1.759 5.356 -0.036 0.036 0.136
H -7.618 -2.655 -2.734 -0.102 0.058 -0.053
C -0.389 1.997 -4.529 -0.178 -0.046 -0.103
C -1.035 3.910 1.270 0.080 0.372 0.014
H 3.022 2.612 -2.354 -0.057 -0.055 -0.016
C -6.862 -3.418 -2.582 0.008 -0.019 -0.020
H 2.246 -0.014 -4.704 0.020 0.038 -0.026
O 3.816 0.978 0.941 -1.898 -0.341 -1.748
H 1.553 3.439 -5.542 0.003 0.010 0.079
Cl 6.698 0.945 0.445 0.230 -0.073 -0.385
H -5.334 0.965 -0.925 0.040 0.061 0.040
H -4.682 -4.747 -1.698 -0.009 -0.097 -0.011
H -5.923 -1.816 3.433 -0.123 0.045 -0.036
C -0.561 -1.718 3.689 0.088 0.026 -0.033
Cl 2.213 1.299 3.336 -0.350 -0.032 0.346
H -0.490 2.177 -5.603 0.011 -0.005 0.072
C 2.734 -3.501 -1.621 -0.226 0.007 -0.045
Te -1.877 -0.648 0.543 0.207 -1.488 -0.162
C 6.055 1.633 4.307 -0.390 -0.063 -0.437
H 1.070 -0.379 -2.742 -0.112 0.105 0.113
H -2.358 -4.189 0.661 0.060 -0.080 0.103
H -0.426 -3.583 1.246 0.181 0.022 -0.134
N 2.396 2.021 -4.257 0.279 0.091 -0.074
H -2.878 4.267 0.247 -0.092 -0.086 -0.069
C 0.059 4.500 1.903 -0.117 -0.083 -0.022
C -4.175 -2.212 4.607 0.049 -0.063 -0.026
H 3.482 -2.928 -2.171 0.060 -0.015 0.097
H 1.612 1.081 -5.952 0.005 0.002 0.062
C 4.505 1.190 1.981 0.711 0.406 1.741